P | A single C2H3IOS2 molecule, computed with ωB97M-V/def2-TZVPD.

Element x y z (Å)
S -0.59 1.22 -0.51
H -0.82 3.65 0.77
H 1.37 -1.88 -0.71
C 0.44 -0.06 0.16
C 0.25 -1.48 -0.62
S -0.78 2.42 1.21
H -0.01 -1.14 -1.70
I -1.07 -2.77 0.32
O 1.20 0.06 1.08

SMILES = O=C(CI)SS
Molecular weight = 234.1 u
Highest occupied orbital energy = -9.197 eV
Gap between HOMO and LUMO = 8.9 eV

natural (NBO) atomic charge list, values in e, 2 entries: S 0.1043; H 0.1357

***

Q | A molecular structure, C2H3IOS2, computed with ωB97M-V/def2-TZVPD.

Element x y z (Å)
H -1.19 -1.96 1.26
H 2.40 1.96 -0.93
H -0.85 -1.46 -0.64
C -1.12 -1.16 0.43
I -2.79 0.02 -0.02
S 2.26 1.45 0.26
S 0.13 -0.15 1.26
C 0.77 0.67 -0.25
O 0.39 0.63 -1.38

Molecular weight = 234.1 u
Highest occupied orbital energy = -9.279 eV
Gap between HOMO and LUMO = 9.4 eV

natural (NBO) atomic charge list, values in e, 2 entries: H 0.2610; H 0.1395

***

Which structure is the most stable? The one labeled Q.

***

P | A molecular structure, C8H12N2O2, computed with ωB97M-V/def2-TZVPD.

Element x y z (Å)
H -0.86 0.03 -0.20
C 0.65 1.73 -0.24
H 0.62 3.38 -1.55
N -1.67 -2.30 2.92
C -0.75 1.10 -0.21
C 1.33 0.97 -1.40
H 1.59 -0.07 -1.13
C 0.17 1.06 -2.43
C -0.55 -2.04 0.95
H -0.22 0.08 -2.73
H -1.77 2.16 -2.00
N 0.00 2.90 -0.89
H 2.24 1.47 -1.74
C -0.82 1.85 -1.55
H 1.27 -1.90 2.08
O -1.75 -1.89 1.57
H 1.24 1.91 0.66
H 0.83 -3.56 1.64
O -0.38 -1.76 -0.21
H -0.21 -3.01 4.12
C 0.43 -2.59 1.97
H 0.45 1.61 -3.33
C -0.47 -2.68 3.15
H -1.39 1.56 0.56

Molecular weight = 168.2 u
Highest occupied orbital energy = -8.994 eV
Gap between HOMO and LUMO = 9.5 eV

natural (NBO) atomic charge list, values in e, 2 entries: H 0.2251; C -0.0585

***

Q | A single C8H12N2O2 molecule, computed with ωB97M-V/def2-TZVPD.

Element x y z (Å)
H 1.00 2.07 -2.35
C -0.03 1.66 -1.96
H -2.44 -0.88 2.76
H 1.15 -1.51 -1.20
N -1.01 -0.38 -1.14
O -2.01 -2.08 -0.04
C 2.26 0.04 0.01
H -0.66 2.38 -1.26
C 1.37 -0.38 -1.22
H 2.27 1.12 -0.03
C 0.09 0.32 -1.40
C -1.99 -0.08 2.14
N 0.34 0.02 1.41
H -2.65 0.41 1.46
H 3.26 -0.25 0.01
H -1.77 0.81 2.86
H 2.01 -0.19 -2.15
H -1.89 -0.20 -1.73
H -0.56 -1.63 1.87
O 2.32 -0.81 2.17
C 1.65 -0.35 1.33
H -0.52 1.66 -2.97
C -1.37 -1.09 0.00
C -0.83 -0.67 1.41

Molecular weight = 168.2 u
Highest occupied orbital energy (alpha / beta) = -7.356 / -8.998 eV
Gap between HOMO and LUMO (alpha / beta) = 6.3 / 8.7 eV

natural (NBO) atomic charge list, values in e, 2 entries: H 0.2429; C -0.7010

***

Which structure is the most stable? The one labeled P.

***

P | A molecular structure, C8H12N2O2, computed with ωB97M-V/def2-TZVPD.

Element x y z (Å)
O 0.81 3.02 0.76
C 0.87 0.32 1.61
H 2.73 -1.06 1.78
H -1.41 3.40 0.06
H 1.09 1.18 2.34
N -1.66 -0.34 -1.74
C -0.65 2.60 0.47
H 2.55 0.12 0.48
H 1.12 3.33 -0.32
C -1.47 0.90 -1.29
H -1.64 -2.81 -2.72
O 0.81 -2.05 0.18
H 1.44 -1.61 0.75
C -0.02 0.23 0.41
H -2.35 1.68 -1.60
C -0.65 1.31 -0.29
H -1.34 -3.16 -0.75
N 1.97 -0.48 1.10
H 0.45 -0.22 2.47
C 0.12 -1.10 -0.29
H -0.07 -3.42 -1.90
H -0.84 2.39 1.57
C -0.96 -2.89 -1.76
C -0.91 -1.34 -1.30

Molecular weight = 168.2 u
Highest occupied orbital energy = -7.870 eV
Gap between HOMO and LUMO = 8.4 eV

natural (NBO) atomic charge list, values in e, 2 entries: O -0.7326; C -0.2825

***

Q | A single C8H12N2O2 molecule, computed with ωB97M-V/def2-TZVPD.

Element x y z (Å)
N -2.04 0.11 0.02
H -1.12 -2.53 0.89
C 3.97 -0.31 -0.16
H -4.62 1.19 0.90
H 4.11 -1.17 0.48
H -1.16 -2.47 -0.87
H -4.45 2.50 -0.27
H -4.61 0.82 -0.81
H 3.85 -0.66 -1.19
H 0.39 -2.36 -0.01
N -3.77 -1.68 0.13
H 2.85 0.83 1.30
O 0.30 1.52 0.15
H 4.85 0.32 -0.11
O 1.60 -0.35 0.17
C -0.66 -2.08 0.01
C -2.71 1.38 -0.02
C 0.40 0.30 0.13
C 2.75 0.49 0.26
H -2.04 2.22 0.00
C -4.18 1.47 -0.05
C -2.97 -0.87 0.07
H 2.61 1.37 -0.37
C -0.69 -0.60 0.06

Molecular weight = 168.2 u
Highest occupied orbital energy (alpha / beta) = -7.627 / -8.088 eV
Gap between HOMO and LUMO (alpha / beta) = 6.8 / 8.2 eV

natural (NBO) atomic charge list, values in e, 2 entries: N -0.3846; H 0.2313

***

R | A single C8H12N2O2 molecule, computed with ωB97M-V/def2-TZVPD.

Element x y z (Å)
H -0.75 1.23 2.06
H 0.62 1.94 1.29
C -0.50 -1.02 -1.36
H 0.24 -1.80 -1.68
C 1.67 -0.19 -0.09
C 0.29 1.06 1.84
C 0.19 -1.50 1.58
H 0.71 -1.53 2.51
N 2.82 0.68 -0.12
C 0.03 1.39 -1.18
H 0.75 0.97 2.88
H -0.83 -1.60 1.63
O 3.84 0.09 0.20
H -0.85 -0.71 -2.32
H -1.00 1.44 -1.35
H 0.56 1.36 -2.11
C 0.22 0.02 -0.55
C 2.08 -1.53 -0.35
H 0.36 2.20 -0.53
H 0.48 -2.38 0.92
C 0.53 -0.11 0.97
N 2.52 -2.57 -0.61
O 2.68 1.86 -0.33
H -1.22 -1.59 -0.82

SMILES = CC1(C)C(C)(C)C1(C#N)[N+](=O)[O-]
Molecular weight = 168.2 u
Highest occupied orbital energy = -10.638 eV
Gap between HOMO and LUMO = 10.5 eV

natural (NBO) atomic charge list, values in e, 2 entries: H 0.2309; H 0.2302

***

Which structure is the most stable? The one labeled Q.

***

P | A single C3H2N2OS2 molecule, computed with ωB97M-V/def2-TZVPD.

Element x y z (Å)
S -2.36 -1.11 -0.14
C -0.29 0.74 -0.04
H -0.49 2.56 0.09
C 0.30 -1.70 0.03
H 1.63 1.43 0.29
S 1.87 -0.80 -0.11
N 1.08 0.74 -0.23
N -1.09 1.72 0.11
C -0.84 -0.70 -0.09
O 0.21 -2.89 0.09

SMILES = [H]/N=C1\NSC(=O)C1=S
Molecular weight = 146.2 u
Highest occupied orbital energy = -9.321 eV
Gap between HOMO and LUMO = 7.4 eV

natural (NBO) atomic charge list, values in e, 2 entries: S 0.3165; C 0.3528

***

Q | A single C3H2N2OS2 molecule, computed with ωB97M-V/def2-TZVPD.

Element x y z (Å)
C 1.33 -0.53 0.12
O 0.08 -1.01 0.02
N -1.00 0.95 -0.55
C 1.34 0.87 0.32
C -1.00 -0.30 -0.18
S 2.63 -1.46 -0.26
N 0.25 1.61 -0.19
S -2.51 -1.35 -0.03
H 2.29 1.51 0.62
H -3.41 -0.29 0.13

SMILES = S=c1cnnc(S)o1
Molecular weight = 146.2 u
Highest occupied orbital energy = -9.296 eV
Gap between HOMO and LUMO = 8.0 eV

natural (NBO) atomic charge list, values in e, 2 entries: C 0.1143; O -0.4600

***

Which structure is the most stable? The one labeled P.

***

P | A molecular structure, C4H3N3, computed with ωB97M-V/def2-TZVPD.

Element x y z (Å)
C 0.17 -0.23 0.58
C 2.33 -0.12 -1.96
H 1.46 -0.35 -2.35
N -1.00 -0.48 2.07
C -1.68 0.22 1.12
N 3.22 0.41 -1.51
C -0.94 0.22 -0.05
N 0.14 -0.90 1.64
H -2.73 0.41 1.35
H -0.97 0.81 -0.90

Molecular weight = 93.1 u
Highest occupied orbital energy (alpha / beta) = -10.200 / -10.202 eV
Gap between HOMO and LUMO (alpha / beta) = 8.0 / 8.0 eV

natural (NBO) atomic charge list, values in e, 2 entries: C 0.5135; C 0.0669

***

Q | A single C4H3N3 molecule, computed with ωB97M-V/def2-TZVPD.

Element x y z (Å)
C 1.40 -0.28 0.59
C 2.32 0.09 -0.11
N -0.96 -1.10 0.36
H -0.95 -2.06 0.69
N -2.05 -0.62 -0.26
C -0.60 0.97 -0.11
C -0.01 -0.14 0.47
N -1.83 0.63 -0.54
H 2.86 0.56 -0.90
H -0.17 1.96 -0.20

SMILES = C#Cc1cnn[nH]1
Molecular weight = 93.1 u
Highest occupied orbital energy = -9.267 eV
Gap between HOMO and LUMO = 9.5 eV

natural (NBO) atomic charge list, values in e, 2 entries: C -0.0798; C -0.1192

***

Which structure is the most stable? The one labeled Q.